Record 1
# C31H35CsF3O3S2Sb3

C31H35CsF3O3S2Sb3 as an isolated structure (ωB97M-V/def2-TZVPD, the Open Molecules 2025 dataset).

Each line ends with the Mulliken charge.
Positions of all 78 atoms, in Å:
Cs -1.26 0.59 -2.30  1.32
C 3.21 -3.18 -1.26  -1.33
Sb 1.55 -1.84 -1.48  0.16
C 0.47 -3.14 -2.80  -0.98
C 0.52 -2.44 0.36  -0.99
C -0.20 -3.75 0.28  0.80
C 0.53 -4.92 0.51  -0.51
C -0.05 -6.17 0.46  -0.90
C -1.40 -6.28 0.18  -0.75
C -2.14 -5.13 -0.04  -0.13
C -1.57 -3.86 -0.02  0.89
C -2.45 -2.67 -0.24  -1.02
Sb -3.58 -2.50 -2.12  0.61
C -5.39 -3.40 -1.39  -1.34
C -2.91 -4.22 -3.20  -1.35
H 3.78 -2.91 -0.37  0.35
H 3.86 -3.10 -2.13  0.39
H 2.86 -4.21 -1.17  0.40
H 0.35 -4.13 -2.37  0.32
H 1.00 -3.21 -3.75  0.50
H -0.53 -2.73 -3.00  -0.04
H -0.11 -1.61 0.66  0.25
H 1.33 -2.50 1.10  0.59
H 1.59 -4.82 0.76  0.47
H 0.55 -7.05 0.64  0.42
H -1.88 -7.25 0.15  0.43
H -3.20 -5.22 -0.24  0.29
H -1.92 -1.73 -0.12  -0.71
H -3.25 -2.65 0.51  0.62
H -6.12 -3.42 -2.20  0.37
H -5.80 -2.82 -0.56  0.39
H -5.19 -4.42 -1.07  0.38
H -3.79 -4.76 -3.56  0.48
H -2.32 -4.88 -2.57  0.36
H -2.32 -3.92 -4.07  0.38
S -1.79 0.76 1.20  -0.50
Sb 0.00 2.09 1.57  1.38
C 0.55 1.97 3.60  0.31
C -0.25 1.25 4.49  -0.52
C 0.11 1.17 5.83  -0.56
C 1.25 1.81 6.28  -0.44
C 2.05 2.52 5.40  -0.68
C 1.71 2.60 4.06  -0.25
C 1.79 1.53 0.62  0.33
C 2.58 0.55 1.22  -0.80
C 3.78 0.17 0.65  -0.63
C 4.20 0.77 -0.54  -0.57
C 3.42 1.74 -1.14  -0.66
C 2.21 2.13 -0.56  -0.01
C -0.35 4.09 1.09  0.60
C 0.70 4.99 0.99  -0.15
C 0.45 6.30 0.58  -0.81
C -0.84 6.69 0.28  -0.40
C -1.89 5.79 0.39  -0.61
C -1.65 4.48 0.79  -0.58
H -1.14 0.76 4.12  0.33
H -0.52 0.62 6.52  0.39
H 1.52 1.75 7.33  0.38
H 2.95 3.02 5.76  0.40
H 2.34 3.16 3.38  0.28
H 2.26 0.09 2.15  0.40
H 4.40 -0.58 1.12  0.46
H 5.14 0.47 -0.99  0.40
H 3.74 2.21 -2.06  0.47
H 1.61 2.89 -1.04  0.31
H 1.72 4.69 1.19  0.29
H 1.27 7.00 0.49  0.39
H -1.04 7.70 -0.06  0.39
H -2.90 6.09 0.12  0.38
H -2.46 3.76 0.85  0.31
F 1.42 5.11 -3.54  -0.23
C 0.54 4.31 -4.16  0.65
F 0.22 4.87 -5.32  -0.23
F 1.16 3.14 -4.41  -0.24
S -0.94 4.02 -3.11  1.03
O -1.73 3.07 -3.89  -0.79
O -1.51 5.32 -2.91  -0.69
O -0.35 3.39 -1.93  -0.67

Calculated values
HOMO level, Eh: -0.3021
Energy, eV: -88841.1188
Energy above the lowest of the compared OMol25 structures with the same formula, charge and spin, eV: 0.207
Molecular weight, g mol⁻¹: 1074.9
Net charge: 0
LUMO, eV: 0.10

***

Record 2
# C31H35FeN2O2

C31H35FeN2O2 as an isolated structure in a non-equilibrium geometry (ωB97M-V/def2-TZVPD, the Open Molecules 2025 dataset).

Each line ends with the Mulliken charge.
Positions of all 71 atoms, in Å:
C 1.01 0.23 -0.53  1.74
C 1.98 -0.12 0.54  0.05
C 3.21 0.48 0.55  -1.36
Fe 5.36 0.50 -0.91  0.36
C 5.45 2.27 -0.67  0.37
O 5.67 3.41 -0.51  -0.40
C 4.03 0.71 -2.11  0.38
O 3.18 1.06 -2.83  -0.39
C 7.17 0.06 -0.07  -0.54
C 7.25 0.56 -1.44  -0.58
C 6.51 -0.35 -2.27  -0.51
C 5.95 -1.38 -1.43  -0.62
C 6.38 -1.13 -0.08  -0.60
H -0.03 0.17 -0.13  -1.84
H 1.25 1.25 -0.92  0.45
H 0.99 -0.44 -1.40  0.19
H 1.69 -0.87 1.28  0.48
H 3.31 1.54 0.23  0.50
H 3.96 0.12 1.28  0.41
H 7.71 0.49 0.77  0.48
H 7.85 1.40 -1.78  0.57
H 6.47 -0.29 -3.36  0.51
H 5.39 -2.24 -1.78  0.51
H 6.15 -1.75 0.80  0.47
C -0.70 -1.70 -5.93  -1.50
C -1.19 -1.35 -4.56  0.51
C -0.62 -1.91 -3.41  -0.72
C -1.22 -1.75 -2.15  0.69
C -0.82 -2.59 -0.98  -1.17
C -2.27 -0.82 -2.02  0.21
N -2.76 -0.52 -0.72  0.44
C -1.97 -0.24 0.38  -0.28
N -2.87 0.05 1.37  0.24
C -2.57 0.37 2.73  0.28
C -1.52 1.27 3.00  1.26
C -0.64 1.81 1.92  -0.78
C -1.35 1.77 4.30  -1.00
C -2.21 1.41 5.33  0.47
C -2.06 2.00 6.69  -1.42
C -3.24 0.50 5.06  -0.89
C -3.40 -0.07 3.79  0.76
C -4.47 -1.09 3.61  -1.94
C -4.18 -0.02 0.87  -0.78
C -4.11 -0.44 -0.38  -0.83
C -2.80 -0.19 -3.16  0.95
C -3.89 0.83 -3.06  -1.84
C -2.28 -0.51 -4.42  -0.86
H -1.24 -1.13 -6.69  0.35
H 0.38 -1.50 -6.04  0.35
H -0.85 -2.77 -6.16  0.33
H 0.29 -2.51 -3.51  0.44
H -0.47 -1.96 -0.14  0.20
H -1.67 -3.19 -0.62  0.36
H -0.01 -3.26 -1.30  0.35
H 0.32 2.18 2.33  0.40
H -0.40 1.00 1.22  -0.49
H -1.11 2.61 1.32  0.36
H -0.56 2.51 4.50  0.41
H -2.64 1.43 7.41  0.39
H -1.01 2.00 7.01  0.37
H -2.40 3.05 6.74  0.29
H -3.95 0.26 5.84  0.40
H -4.70 -1.50 4.59  0.47
H -5.40 -0.63 3.24  0.36
H -4.21 -1.93 2.96  0.36
H -5.02 0.28 1.46  0.70
H -4.86 -0.70 -1.10  0.72
H -3.91 1.37 -4.03  0.42
H -4.87 0.36 -2.94  0.38
H -3.73 1.58 -2.27  0.33
H -2.75 -0.06 -5.30  0.32

Calculated values
HOMO level (alpha / beta), Eh: -0.2832 / -0.3859
Energy, eV: -74164.0230
Spin multiplicity: 5
Energy above the lowest of the compared OMol25 structures with the same formula, charge and spin, eV: 0.075
Molecular weight, g mol⁻¹: 523.5
Net charge: +1
LUMO (alpha / beta), eV: -3.10 / -6.52

***

Record 3
# C31H35FeN8O2

C31H35FeN8O2 as an isolated structure (ωB97M-V/def2-TZVPD, the Open Molecules 2025 dataset).

Each line ends with the Mulliken charge.
Positions of all 77 atoms, in Å:
Fe 2.15 -0.95 2.14  -0.36
C -0.09 1.19 5.09  -1.86
C 0.47 0.33 4.01  0.80
N 1.69 0.35 3.61  0.11
C 2.72 1.18 4.22  -0.56
C 4.05 0.45 4.01  -1.17
N 4.17 -0.08 2.64  -0.20
C 4.38 0.98 1.65  -0.50
C 4.46 0.35 0.27  -1.08
N 3.28 -0.46 0.03  0.21
C 3.50 -1.77 -0.62  -0.83
C 3.30 -2.88 0.42  -0.75
N 2.13 -2.60 1.22  -0.41
C 0.85 -2.90 0.68  2.26
C 0.63 -4.35 0.30  -1.91
C -0.17 -2.37 1.69  -0.47
C -1.52 -2.70 1.83  -0.48
C -2.28 -1.99 2.74  -0.97
C -1.71 -0.96 3.50  -0.72
C -0.37 -0.70 3.32  0.71
N 0.34 -1.41 2.44  0.21
H 0.26 2.22 4.98  0.43
H 0.25 0.83 6.07  0.38
H -1.17 1.19 5.09  0.44
H 2.56 1.33 5.28  0.52
H 2.73 2.16 3.74  0.34
H 4.10 -0.40 4.69  0.44
H 4.88 1.12 4.26  0.41
H 4.96 -0.72 2.62  0.25
H 5.27 1.57 1.86  0.42
H 3.51 1.65 1.68  0.28
H 5.34 -0.30 0.23  0.43
H 4.62 1.14 -0.48  0.35
H 2.55 0.05 -0.45  0.11
H 4.51 -1.81 -1.04  0.49
H 2.79 -1.88 -1.43  0.38
H 4.16 -2.87 1.10  0.28
H 3.29 -3.86 -0.06  0.43
H 1.27 -4.62 -0.54  0.52
H -0.40 -4.54 0.00  0.51
H 0.86 -4.99 1.15  0.27
H -1.96 -3.49 1.23  0.49
H -3.33 -2.22 2.86  0.46
H -2.32 -0.40 4.20  0.37
C -1.28 4.53 -6.21  -0.84
O -2.43 4.68 -5.40  -0.42
C -2.98 3.56 -4.87  0.93
C -4.08 3.77 -4.03  -0.66
C -4.69 2.71 -3.41  -0.11
C -4.18 1.40 -3.59  0.06
C -3.12 1.20 -4.47  -0.71
C -2.52 2.27 -5.11  -0.36
N -4.75 0.40 -2.84  -0.66
N -4.21 -0.78 -2.82  -0.42
C -3.13 -1.09 -2.08  -0.37
C -2.54 -2.33 -2.33  -0.88
C -1.30 -2.67 -1.80  -0.23
C -0.61 -1.79 -1.00  -0.20
O 0.65 -2.05 -0.55  -0.02
C -1.20 -0.53 -0.65  0.92
N -0.48 0.32 0.14  -0.18
C -1.08 1.41 0.56  -0.29
C -2.41 1.74 0.27  -1.22
C -3.11 0.93 -0.58  -0.52
C -2.49 -0.21 -1.12  0.71
H -0.94 5.54 -6.44  0.24
H -1.51 4.00 -7.14  0.34
H -0.49 4.00 -5.67  0.35
H -4.44 4.78 -3.89  0.44
H -5.54 2.85 -2.76  0.45
H -2.78 0.19 -4.67  0.46
H -1.71 2.09 -5.80  0.40
H -3.05 -3.01 -3.01  0.49
H -0.84 -3.62 -2.05  0.60
H -0.48 2.08 1.18  0.50
H -2.86 2.62 0.71  0.46
H -4.14 1.16 -0.84  0.74

Calculated values
HOMO level (alpha / beta), Eh: -0.3348 / -0.3813
Energy, eV: -83110.5793
Spin multiplicity: 5
Energy above the lowest of the compared OMol25 structures with the same formula, charge and spin, eV: 0.000
Molecular weight, g mol⁻¹: 607.5
Net charge: +1
LUMO (alpha / beta), eV: -3.30 / -3.53

***

Copy entry 3 word for word.
# C31H35FeN8O2

C31H35FeN8O2 as an isolated structure (ωB97M-V/def2-TZVPD, the Open Molecules 2025 dataset).

Each line ends with the Mulliken charge.
Positions of all 77 atoms, in Å:
Fe 2.15 -0.95 2.14  -0.36
C -0.09 1.19 5.09  -1.86
C 0.47 0.33 4.01  0.80
N 1.69 0.35 3.61  0.11
C 2.72 1.18 4.22  -0.56
C 4.05 0.45 4.01  -1.17
N 4.17 -0.08 2.64  -0.20
C 4.38 0.98 1.65  -0.50
C 4.46 0.35 0.27  -1.08
N 3.28 -0.46 0.03  0.21
C 3.50 -1.77 -0.62  -0.83
C 3.30 -2.88 0.42  -0.75
N 2.13 -2.60 1.22  -0.41
C 0.85 -2.90 0.68  2.26
C 0.63 -4.35 0.30  -1.91
C -0.17 -2.37 1.69  -0.47
C -1.52 -2.70 1.83  -0.48
C -2.28 -1.99 2.74  -0.97
C -1.71 -0.96 3.50  -0.72
C -0.37 -0.70 3.32  0.71
N 0.34 -1.41 2.44  0.21
H 0.26 2.22 4.98  0.43
H 0.25 0.83 6.07  0.38
H -1.17 1.19 5.09  0.44
H 2.56 1.33 5.28  0.52
H 2.73 2.16 3.74  0.34
H 4.10 -0.40 4.69  0.44
H 4.88 1.12 4.26  0.41
H 4.96 -0.72 2.62  0.25
H 5.27 1.57 1.86  0.42
H 3.51 1.65 1.68  0.28
H 5.34 -0.30 0.23  0.43
H 4.62 1.14 -0.48  0.35
H 2.55 0.05 -0.45  0.11
H 4.51 -1.81 -1.04  0.49
H 2.79 -1.88 -1.43  0.38
H 4.16 -2.87 1.10  0.28
H 3.29 -3.86 -0.06  0.43
H 1.27 -4.62 -0.54  0.52
H -0.40 -4.54 0.00  0.51
H 0.86 -4.99 1.15  0.27
H -1.96 -3.49 1.23  0.49
H -3.33 -2.22 2.86  0.46
H -2.32 -0.40 4.20  0.37
C -1.28 4.53 -6.21  -0.84
O -2.43 4.68 -5.40  -0.42
C -2.98 3.56 -4.87  0.93
C -4.08 3.77 -4.03  -0.66
C -4.69 2.71 -3.41  -0.11
C -4.18 1.40 -3.59  0.06
C -3.12 1.20 -4.47  -0.71
C -2.52 2.27 -5.11  -0.36
N -4.75 0.40 -2.84  -0.66
N -4.21 -0.78 -2.82  -0.42
C -3.13 -1.09 -2.08  -0.37
C -2.54 -2.33 -2.33  -0.88
C -1.30 -2.67 -1.80  -0.23
C -0.61 -1.79 -1.00  -0.20
O 0.65 -2.05 -0.55  -0.02
C -1.20 -0.53 -0.65  0.92
N -0.48 0.32 0.14  -0.18
C -1.08 1.41 0.56  -0.29
C -2.41 1.74 0.27  -1.22
C -3.11 0.93 -0.58  -0.52
C -2.49 -0.21 -1.12  0.71
H -0.94 5.54 -6.44  0.24
H -1.51 4.00 -7.14  0.34
H -0.49 4.00 -5.67  0.35
H -4.44 4.78 -3.89  0.44
H -5.54 2.85 -2.76  0.45
H -2.78 0.19 -4.67  0.46
H -1.71 2.09 -5.80  0.40
H -3.05 -3.01 -3.01  0.49
H -0.84 -3.62 -2.05  0.60
H -0.48 2.08 1.18  0.50
H -2.86 2.62 0.71  0.46
H -4.14 1.16 -0.84  0.74

Calculated values
HOMO level (alpha / beta), Eh: -0.3348 / -0.3813
Energy, eV: -83110.5793
Spin multiplicity: 5
Energy above the lowest of the compared OMol25 structures with the same formula, charge and spin, eV: 0.000
Molecular weight, g mol⁻¹: 607.5
Net charge: +1
LUMO (alpha / beta), eV: -3.30 / -3.53

***

- Which value of energy above the lowest of the compared OMol25 structures with the same formula, charge and spin does entry 2 give?
  0.075 eV

***

- Which of these has the highest molecular weight?
  C31H35CsF3O3S2Sb3